Entry 1:
Formula: C21H38AgN2O11
Source: the OMol25 dataset
Level of theory: ωB97M-V/def2-TZVPD

Highest occupied orbital energy ... 7.66 eV
Kohn-Sham gap ... 0.0556 hartree
Lowest unoccupied orbital energy ... 9.17 eV
Charge ... -5

Each line ends with the Löwdin charge.
Positions of all 73 atoms, in Å:
Ag (-1.985, -1.977, 1.113)  0.81
C (-4.147, -3.414, 2.007)  -1.01
O (-3.639, -3.759, 0.853)  -0.25
O (-4.241, -4.221, 2.986)  -0.16
O (-4.157, -2.141, 2.231)  -0.18
C (0.253, -3.281, 3.006)  -0.96
O (1.439, -3.095, 3.424)  -0.09
O (-0.038, -3.203, 1.753)  -0.12
O (-0.660, -3.553, 3.850)  -0.03
C (-1.439, 0.413, 3.683)  -0.94
O (-0.256, 0.709, 4.020)  -0.10
O (-1.745, 0.217, 2.427)  -0.14
O (-2.361, 0.286, 4.548)  -0.09
C (2.439, -1.475, -2.544)  -0.23
C (1.784, -1.793, -1.175)  -0.50
C (1.585, -3.310, -1.038)  -0.15
C (2.857, -4.080, -0.739)  -0.21
C (3.628, -3.469, 0.437)  -0.15
C (3.772, -1.951, 0.403)  -0.50
N (2.507, -1.308, -0.006)  -0.08
O (2.593, 0.101, 0.002)  -0.05
C (4.061, -1.460, 1.817)  -0.04
C (4.902, -1.591, -0.578)  -0.26
C (0.350, -1.262, -1.070)  -0.06
H (3.210, -2.209, -2.767)  0.03
H (2.982, -0.527, -2.487)  0.03
H (1.692, -1.401, -3.333)  0.05
H (0.839, -3.538, -0.272)  0.10
H (1.146, -3.682, -1.973)  0.11
H (3.549, -4.132, -1.594)  0.07
H (2.697, -5.139, -0.508)  0.10
H (4.621, -3.923, 0.535)  0.10
H (3.102, -3.768, 1.350)  0.11
H (5.048, -1.815, 2.155)  0.06
H (4.064, -0.378, 1.923)  0.07
H (3.362, -1.918, 2.522)  0.07
H (5.905, -1.705, -0.146)  0.03
H (5.043, -2.323, -1.382)  0.03
H (4.839, -0.617, -1.059)  0.03
H (-0.082, -1.355, -0.062)  0.06
H (-0.300, -1.713, -1.825)  0.08
H (0.335, -0.177, -1.248)  0.07
H (3.156, 0.268, -0.772)  0.05
C (-0.011, 3.458, 0.914)  -0.03
C (-1.138, 3.593, -0.101)  -0.52
C (-0.565, 3.730, -1.521)  -0.19
C (-1.669, 3.589, -2.575)  -0.28
C (-2.395, 2.247, -2.380)  -0.16
C (-3.002, 2.091, -0.996)  -0.51
N (-2.025, 2.456, 0.013)  -0.11
O (-2.546, 2.289, 1.306)  -0.04
C (-4.353, 2.824, -0.886)  -0.07
C (-3.250, 0.594, -0.797)  -0.04
C (-1.874, 4.933, 0.216)  -0.13
H (0.439, 2.484, 0.683)  0.10
H (0.791, 4.186, 0.755)  0.07
H (-0.314, 3.429, 1.957)  0.09
H (-0.131, 4.731, -1.604)  0.09
H (0.165, 2.935, -1.700)  0.11
H (-2.330, 4.457, -2.486)  0.07
H (-1.221, 3.676, -3.569)  0.06
H (-1.702, 1.462, -2.680)  0.11
H (-3.193, 2.345, -3.127)  0.09
H (-5.116, 2.320, -0.288)  0.07
H (-4.747, 3.146, -1.851)  0.05
H (-4.248, 3.722, -0.266)  0.05
H (-3.621, 0.388, 0.210)  0.08
H (-2.339, 0.004, -0.909)  0.06
H (-4.038, 0.252, -1.479)  0.08
H (-1.164, 5.692, 0.564)  0.05
H (-2.433, 5.416, -0.590)  0.03
H (-2.582, 4.747, 1.027)  0.07
H (-2.102, 1.475, 1.690)  0.02

---

Entry 2:
Formula: C21H38N2NbO3
Source: the OMol25 dataset
Level of theory: ωB97M-V/def2-TZVPD

Highest occupied orbital energy ... -4.58 eV
Kohn-Sham gap ... 0.2518 hartree
Lowest unoccupied orbital energy ... 2.27 eV
Charge ... -1

Each line ends with the Löwdin charge.
Positions of all 65 atoms, in Å:
C (3.657, -0.879, 2.148)  -0.06
C (3.383, -1.031, 0.675)  -0.39
C (4.224, -2.047, -0.050)  -0.06
C (2.477, -0.280, 0.060)  -0.08
C (2.202, -0.253, -1.422)  -0.17
C (1.477, 1.025, -1.887)  -0.19
C (0.057, 1.190, -1.342)  -0.41
C (-0.449, 2.592, -1.686)  -0.07
C (-0.862, 0.089, -1.889)  -0.30
C (-2.159, -0.095, -1.104)  -0.38
Nb (-3.069, -2.124, -0.890)  1.15
C (-4.489, -1.972, 0.861)  -0.38
C (-6.019, -2.018, 0.751)  -0.25
C (-6.844, -0.820, 1.172)  -0.51
N (-6.133, 0.275, 1.775)  0.09
O (-8.029, -0.764, 0.983)  0.06
C (-1.158, -2.715, 0.242)  -0.34
C (-0.243, -3.751, -0.444)  -0.23
C (1.210, -3.367, -0.431)  -0.50
O (1.935, -3.294, -1.378)  0.08
O (1.721, -3.084, 0.827)  0.02
H (2.992, -0.147, 2.615)  0.07
H (3.562, -1.833, 2.680)  0.08
H (4.691, -0.543, 2.311)  0.08
H (3.746, -2.398, -0.967)  0.06
H (5.216, -1.647, -0.300)  0.08
H (4.396, -2.921, 0.587)  0.09
H (1.855, 0.369, 0.676)  0.10
H (3.159, -0.337, -1.952)  0.12
H (1.625, -1.135, -1.726)  0.09
H (1.419, 1.012, -2.985)  0.12
H (2.074, 1.902, -1.607)  0.09
H (0.057, 1.093, -0.245)  0.11
H (-0.283, 3.321, -0.888)  0.06
H (0.098, 2.936, -2.574)  0.07
H (-1.506, 2.599, -1.974)  0.07
H (-0.297, -0.847, -1.924)  0.07
H (-1.120, 0.319, -2.933)  0.11
H (-2.000, 0.166, -0.040)  0.04
H (-2.956, 0.546, -1.511)  0.04
H (-3.205, -3.934, -1.235)  -0.12
H (-2.429, -2.278, -2.608)  -0.11
H (-4.634, -1.821, -1.837)  -0.14
H (-4.162, -2.837, 1.462)  0.02
H (-4.203, -1.073, 1.427)  0.02
H (-6.357, -2.209, -0.273)  0.07
H (-6.431, -2.845, 1.352)  0.11
H (-6.616, 1.123, 1.484)  0.08
H (-6.221, 0.225, 2.787)  0.09
H (-1.372, -3.067, 1.260)  0.03
H (-0.620, -1.757, 0.330)  0.02
H (-0.330, -4.708, 0.084)  0.11
H (-0.504, -3.927, -1.491)  0.08
H (1.823, -2.123, 0.929)  0.06
N (2.753, 3.941, -0.190)  0.07
C (2.286, 3.641, 1.017)  -0.14
C (2.677, 4.303, 2.173)  -0.07
C (3.603, 5.329, 2.065)  -0.09
C (4.097, 5.649, 0.809)  -0.08
C (3.640, 4.926, -0.284)  -0.15
H (1.565, 2.831, 1.061)  0.10
H (2.262, 4.016, 3.129)  0.10
H (3.934, 5.870, 2.943)  0.10
H (4.821, 6.441, 0.673)  0.10
H (4.004, 5.150, -1.282)  0.10

---

Entry 3:
Formula: C21H38N3O2
Source: the OMol25 dataset
Level of theory: ωB97M-V/def2-TZVPD

Highest occupied orbital energy ... -11.51 eV
Kohn-Sham gap ... 0.3148 hartree
SMILES string ... CCOCC[C@H]1O[C@@H](CNC)[C@@H](c2ccccc2)[NH2+][C@H]1CCCCCN
Lowest unoccupied orbital energy ... -2.94 eV
Charge ... +1

Each line ends with the Löwdin charge.
Positions of all 64 atoms, in Å:
C (1.328, -1.695, 4.471)  -0.08
C (0.476, -3.060, 4.013)  -0.22
O (1.467, -3.924, 3.330)  -0.22
C (1.096, -4.078, 1.914)  -0.19
C (1.588, -2.794, 0.962)  -0.07
C (0.248, -1.926, 0.546)  -0.23
O (-0.178, -0.941, 1.552)  -0.14
C (-1.485, -0.344, 1.236)  -0.21
C (-1.427, 1.212, 1.847)  -0.15
N (-1.088, 1.161, 3.351)  -0.16
C (-1.736, 2.353, 4.074)  -0.15
C (-1.860, -0.357, -0.381)  -0.18
C (-3.134, 0.619, -0.766)  -0.11
C (-4.507, 0.459, 0.152)  -0.02
C (-5.901, 1.311, -0.101)  -0.03
C (-5.920, 2.377, -1.369)  -0.05
C (-4.572, 2.585, -2.288)  -0.04
C (-3.182, 1.702, -1.995)  -0.02
N (-0.571, -0.010, -1.110)  0.08
C (0.381, -1.193, -0.945)  -0.19
C (1.941, -0.846, -1.314)  -0.16
C (2.146, 0.147, -2.602)  -0.20
C (3.659, -0.201, -3.226)  -0.21
C (4.601, 1.128, -3.423)  -0.21
C (3.787, 2.226, -4.330)  -0.28
N (3.363, 3.346, -3.374)  -0.06
H (2.397, -1.703, 3.950)  0.09
H (1.456, -1.802, 5.643)  0.09
H (0.790, -0.701, 4.167)  0.05
H (0.086, -3.676, 4.943)  0.13
H (-0.466, -2.802, 3.366)  0.11
H (-0.050, -4.296, 1.825)  0.12
H (1.648, -5.058, 1.516)  0.14
H (2.045, -3.312, -0.011)  0.13
H (2.433, -2.153, 1.460)  0.14
H (-0.625, -2.730, 0.418)  0.16
H (-2.321, -0.885, 1.888)  0.17
H (-0.510, 1.800, 1.360)  0.14
H (-2.451, 1.756, 1.688)  0.12
H (-1.473, 0.295, 3.788)  0.09
H (-1.475, 3.384, 3.578)  0.10
H (-1.414, 2.371, 5.223)  0.10
H (-2.911, 2.155, 4.072)  0.09
H (-2.164, -1.444, -0.768)  0.18
H (-4.476, -0.338, 1.035)  0.10
H (-6.841, 1.137, 0.610)  0.11
H (-6.923, 2.977, -1.593)  0.10
H (-4.603, 3.342, -3.194)  0.10
H (-2.243, 1.846, -2.685)  0.08
H (-0.123, 0.802, -0.613)  0.18
H (-0.732, 0.267, -2.103)  0.17
H (-0.001, -2.012, -1.724)  0.18
H (2.448, -1.885, -1.612)  0.13
H (2.536, -0.472, -0.358)  0.15
H (2.065, 1.293, -2.278)  0.11
H (1.395, -0.090, -3.481)  0.11
H (3.589, -0.834, -4.228)  0.13
H (4.209, -0.889, -2.430)  0.11
H (5.578, 0.830, -4.025)  0.11
H (4.992, 1.577, -2.389)  0.13
H (2.862, 1.706, -4.866)  0.12
H (4.473, 2.626, -5.211)  0.12
H (2.342, 3.490, -3.533)  0.06
H (3.938, 4.171, -3.652)  0.07